{"formula": "C15H22N2O4", "method": "ωB97M-V with the def2-TZVPD basis set", "homo_energy_ev": -9.27, "smiles": "O=C([C@H](CO)NC(=O)[C@H]1C[C@@]2(C1)C[C@]21CC1)N1CCCO1", "charge": 0, "multiplicity": 1, "species": ["O", "C", "C", "C", "O", "N", "C", "O", "C", "C", "C", "C", "C", "C", "C", "C", "N", "C", "C", "C", "O", "H", "H", "H", "H", "H", "H", "H", "H", "H", "H", "H", "H", "H", "H", "H", "H", "H", "H", "H", "H", "H", "H"], "coordinates": [[-3.301, 0.680, -1.176], [-3.011, 0.544, 0.002], [-1.620, 0.905, 0.503], [-1.514, 2.424, 0.609], [-2.519, 2.874, 1.512], [-0.678, 0.414, -0.477], [0.623, 0.187, -0.166], [1.066, 0.377, 0.955], [1.479, -0.357, -1.282], [2.132, -1.741, -0.999], [3.456, -1.162, -1.486], [2.899, 0.255, -1.408], [4.305, -1.723, -2.610], [4.815, -1.641, -1.219], [6.016, -1.146, -0.520], [5.457, -2.536, -0.237], [-3.872, -0.025, 0.885], [-5.307, -0.042, 0.705], [-5.765, 0.970, 1.763], [-4.650, 0.894, 2.816], [-3.615, 0.052, 2.253], [-1.409, 0.454, 1.469], [-0.512, 2.672, 0.966], [-1.665, 2.849, -0.388], [-2.455, 3.830, 1.588], [-1.016, 0.314, -1.421], [0.947, -0.353, -2.234], [2.147, -1.952, 0.071], [1.721, -2.592, -1.541], [3.075, 0.912, -2.259], [3.182, 0.758, -0.482], [4.039, -2.697, -3.003], [4.692, -1.017, -3.337], [6.943, -1.086, -1.076], [5.894, -0.393, 0.249], [4.961, -2.685, 0.715], [6.021, -3.385, -0.601], [-5.538, 0.244, -0.316], [-5.685, -1.044, 0.906], [-5.811, 1.968, 1.329], [-6.742, 0.724, 2.174], [-4.224, 1.872, 3.034], [-4.962, 0.406, 3.737]], "forces_ev_per_a": [[-0.0004, -0.0083, -0.0048], [0.0331, -0.0787, 0.0095], [-0.0367, 0.0769, 0.0243], [-0.0072, 0.0017, 0.0081], [-0.0011, 0.0023, 0.0007], [0.0033, 0.0225, -0.0104], [-0.0037, -0.0755, 0.0201], [0.0043, 0.0291, -0.0052], [0.0070, 0.0141, -0.0214], [-0.0319, 0.0206, 0.0097], [0.0537, -0.0341, 0.0096], [-0.0074, 0.0073, 0.0155], [-0.0180, 0.0229, 0.0165], [-0.0289, 0.0045, -0.0082], [0.0201, -0.0205, -0.0020], [0.0181, 0.0344, -0.0007], [0.0172, -0.0866, -0.0799], [-0.0019, 0.1143, 0.0323], [-0.0142, -0.0256, 0.0126], [0.0002, 0.0155, 0.0041], [-0.0107, -0.0144, -0.0006], [0.0041, -0.0003, 0.0007], [0.0007, -0.0020, 0.0005], [0.0016, -0.0007, -0.0009], [0.0025, 0.0023, -0.0017], [-0.0020, 0.0019, -0.0001], [-0.0030, 0.0030, 0.0017], [-0.0043, -0.0001, -0.0006], [0.0067, -0.0003, -0.0041], [-0.0057, -0.0020, -0.0044], [0.0052, -0.0014, -0.0008], [0.0011, 0.0051, -0.0109], [0.0020, -0.0180, -0.0166], [0.0045, 0.0053, 0.0111], [-0.0163, 0.0066, -0.0074], [0.0025, -0.0179, -0.0002], [-0.0058, -0.0055, 0.0060], [-0.0025, 0.0031, 0.0032], [0.0033, -0.0024, 0.0050], [0.0015, -0.0008, -0.0082], [0.0034, 0.0024, 0.0062], [0.0027, 0.0008, -0.0072], [0.0029, -0.0014, -0.0013]]}

---

{"formula": "C15H22N2O4S", "method": "ωB97M-V with the def2-TZVPD basis set", "homo_energy_ev": -9.09, "smiles": "CCOC(=O)N1CCC(NS(=O)(=O)c2ccc(C)cc2)CC1", "charge": 0, "multiplicity": 1, "species": ["C", "C", "O", "C", "O", "N", "C", "C", "C", "N", "S", "O", "O", "C", "C", "C", "C", "C", "C", "C", "C", "C", "H", "H", "H", "H", "H", "H", "H", "H", "H", "H", "H", "H", "H", "H", "H", "H", "H", "H", "H", "H", "H", "H"], "coordinates": [[-5.951, -2.593, 0.391], [-5.506, -1.271, 0.988], [-4.571, -0.671, 0.093], [-4.048, 0.501, 0.512], [-4.344, 1.027, 1.560], [-3.203, 1.044, -0.398], [-2.417, 2.198, -0.026], [-0.954, 1.806, 0.193], [-0.410, 1.114, -1.062], [0.987, 0.712, -0.927], [1.331, -0.684, -0.034], [0.686, -0.646, 1.250], [1.085, -1.819, -0.870], [3.091, -0.457, 0.166], [3.587, 0.051, 1.350], [4.952, 0.241, 1.486], [5.817, -0.072, 0.444], [7.294, 0.135, 0.579], [5.292, -0.585, -0.740], [3.931, -0.779, -0.883], [-1.282, -0.096, -1.386], [-2.732, 0.353, -1.576], [-6.661, -3.074, 1.057], [-6.422, -2.429, -0.575], [-5.094, -3.246, 0.252], [-6.354, -0.591, 1.127], [-5.025, -1.416, 1.962], [-2.848, 2.611, 0.887], [-2.489, 2.941, -0.829], [-0.367, 2.699, 0.417], [-0.877, 1.117, 1.035], [-0.445, 1.819, -1.907], [1.538, 1.468, -0.545], [2.899, 0.274, 2.151], [5.348, 0.633, 2.411], [7.830, -0.779, 0.330], [7.627, 0.912, -0.109], [7.558, 0.432, 1.590], [5.960, -0.836, -1.551], [3.501, -1.186, -1.783], [-0.911, -0.594, -2.281], [-1.224, -0.804, -0.559], [-3.376, -0.504, -1.765], [-2.799, 1.045, -2.425]], "forces_ev_per_a": [[0.2472, 0.4168, 0.0050], [-0.3178, -0.1526, 0.3887], [0.2001, -0.0199, -0.2062], [-0.2403, 0.0966, -0.1064], [-0.0844, -0.0234, 0.3826], [0.0333, -0.0496, -0.1323], [0.0996, 0.1996, 0.3343], [-0.1819, 0.0426, -0.2342], [-0.4580, -0.1316, 0.2076], [0.6046, -0.6216, 0.2511], [0.2564, 0.6064, -0.1894], [0.2055, 0.0473, 0.1603], [0.1409, -0.0987, -0.2037], [-0.5952, 0.0256, -0.0021], [-0.1351, 0.0260, 0.1327], [-0.0044, -0.0379, -0.0995], [-0.0884, 0.0007, 0.0355], [0.0072, 0.0141, -0.0245], [-0.1305, 0.0064, 0.0627], [0.0635, -0.0735, -0.1570], [-0.1898, 0.2783, -0.2725], [0.1365, -0.3419, -0.0949], [-0.0748, -0.0651, 0.0546], [-0.0839, -0.0430, -0.0939], [0.0488, -0.1257, -0.0100], [0.1513, -0.0959, 0.0194], [-0.1024, 0.0566, -0.1374], [0.0649, 0.0406, -0.1894], [-0.0249, 0.0181, 0.0457], [0.0368, 0.0318, 0.0330], [-0.0101, 0.0772, 0.0167], [0.0044, -0.1322, 0.1001], [0.2029, 0.0842, 0.0831], [-0.0296, 0.0484, 0.1419], [0.0394, 0.0266, 0.0885], [0.0891, -0.0376, 0.0076], [0.0799, 0.0479, -0.0144], [0.0688, 0.0190, 0.0509], [0.0530, -0.0406, -0.0979], [0.0346, -0.0630, -0.1751], [-0.0166, -0.0482, -0.0254], [-0.1587, -0.0680, -0.0282], [0.0827, 0.1403, -0.0923], [-0.0247, -0.0808, -0.0149]]}

---

{"formula": "C15H22N2O5S2", "method": "ωB97M-V with the def2-TZVPD basis set", "homo_energy_ev": -9.95, "smiles": "O=S(=O)(NC[C@@H]1CCCO1)c1cccc(S(=O)(=O)N2CCCC2)c1", "charge": 0, "multiplicity": 1, "species": ["O", "S", "O", "N", "C", "C", "C", "C", "C", "O", "C", "C", "C", "C", "C", "S", "O", "O", "N", "C", "C", "C", "C", "C", "H", "H", "H", "H", "H", "H", "H", "H", "H", "H", "H", "H", "H", "H", "H", "H", "H", "H", "H", "H", "H", "H"], "coordinates": [[1.564, 3.501, 0.923], [1.106, 2.165, 1.176], [0.652, 1.831, 2.494], [2.222, 1.012, 0.746], [2.935, 1.266, -0.486], [3.759, 0.028, -0.876], [2.901, -1.227, -1.116], [3.045, -1.998, 0.194], [4.466, -1.622, 0.602], [4.648, -0.277, 0.191], [-0.205, 1.767, 0.025], [-0.942, 2.753, -0.602], [-1.982, 2.394, -1.449], [-2.278, 1.053, -1.649], [-1.529, 0.084, -1.005], [-1.882, -1.668, -1.241], [-2.770, -1.786, -2.358], [-0.624, -2.352, -1.270], [-2.706, -2.199, 0.097], [-3.949, -1.515, 0.379], [-3.608, -0.459, 1.443], [-2.382, -1.035, 2.172], [-1.972, -2.271, 1.344], [-0.487, 0.430, -0.169], [2.856, 0.792, 1.502], [2.195, 1.483, -1.259], [3.602, 2.132, -0.387], [4.349, 0.286, -1.766], [3.319, -1.808, -1.938], [1.867, -0.990, -1.351], [2.331, -1.631, 0.931], [2.913, -3.069, 0.069], [5.199, -2.263, 0.090], [4.647, -1.670, 1.677], [-0.682, 3.785, -0.425], [-2.558, 3.155, -1.951], [-3.072, 0.739, -2.308], [-4.346, -1.104, -0.547], [-4.659, -2.248, 0.774], [-4.446, -0.296, 2.118], [-3.363, 0.492, 0.971], [-2.632, -1.331, 3.190], [-1.579, -0.301, 2.227], [-0.909, -2.330, 1.119], [-2.267, -3.193, 1.854], [0.115, -0.324, 0.309]], "forces_ev_per_a": [[-0.0822, -0.1093, -0.2984], [0.0631, -0.2927, 0.1067], [0.0562, -0.1866, 0.0465], [-0.6050, 0.4346, 0.2740], [0.6474, -0.0012, -0.5060], [-0.4543, 0.3311, -0.3608], [0.1771, 0.0440, 0.1233], [0.1949, 0.0788, -0.0074], [0.0107, -0.4486, 0.0711], [-0.0495, 0.3043, 0.1465], [0.4297, -0.0477, 0.2413], [0.0548, 0.1667, 0.0082], [0.0231, -0.0873, 0.1038], [-0.1191, 0.0197, -0.1029], [-0.0607, -0.6219, -0.0529], [-0.0809, -0.1723, -0.1364], [-0.1877, 0.3060, 0.1236], [0.1400, 0.1161, 0.3203], [0.5763, 0.1098, -1.0557], [-0.6064, 0.3617, 0.0388], [-0.0839, -0.0305, 0.0213], [-0.0150, -0.0251, 0.0607], [0.4560, -0.1195, 0.5123], [-0.0129, -0.1286, -0.0102], [-0.0620, 0.0478, 0.3502], [0.1357, -0.0146, -0.1475], [-0.0953, -0.0670, -0.0730], [-0.1105, -0.0197, 0.1221], [-0.0456, 0.0014, -0.0369], [-0.0692, 0.0154, -0.0827], [-0.0305, -0.0577, 0.0359], [-0.0243, -0.0612, 0.0348], [-0.0638, 0.0296, 0.0912], [0.0121, -0.0376, -0.0658], [-0.0118, 0.1506, -0.0457], [-0.0325, 0.0578, -0.0401], [-0.0920, 0.0317, -0.1036], [-0.2102, -0.0196, 0.0717], [0.0129, 0.0497, -0.0909], [-0.0261, 0.0709, -0.0139], [-0.0459, -0.0012, 0.0310], [0.0642, 0.0297, 0.0354], [-0.0005, -0.0237, 0.0669], [0.0303, -0.0989, 0.1879], [0.0846, 0.0642, -0.0558], [0.1085, -0.1489, 0.0611]]}

---

{"formula": "C15H22NO3", "method": "ωB97M-V with the def2-TZVPD basis set", "homo_energy_ev": -10.58, "smiles": "COCCC[NH2+]CC#CCOc1ccc(OC)cc1", "charge": 1, "multiplicity": 1, "species": ["C", "O", "C", "C", "C", "N", "C", "C", "C", "C", "O", "C", "C", "C", "C", "O", "C", "C", "C", "H", "H", "H", "H", "H", "H", "H", "H", "H", "H", "H", "H", "H", "H", "H", "H", "H", "H", "H", "H", "H", "H"], "coordinates": [[-0.411, -1.962, -1.144], [-1.278, -1.797, -0.031], [-2.378, -2.703, 0.017], [-3.632, -2.126, -0.654], [-4.089, -0.852, 0.054], [-3.019, 0.170, -0.050], [-3.072, 1.271, 0.948], [-1.935, 2.143, 0.728], [-0.987, 2.849, 0.521], [0.229, 3.555, 0.153], [0.947, 2.829, -0.818], [1.549, 1.647, -0.457], [2.248, 0.997, -1.476], [2.885, -0.197, -1.231], [2.846, -0.780, 0.041], [3.492, -1.967, 0.170], [3.585, -2.552, 1.449], [2.148, -0.131, 1.051], [1.501, 1.073, 0.802], [0.062, -2.945, -1.116], [0.355, -1.194, -1.056], [-0.945, -1.847, -2.091], [-2.104, -3.654, -0.446], [-2.573, -2.882, 1.079], [-4.428, -2.868, -0.606], [-3.433, -1.921, -1.707], [-5.018, -0.470, -0.373], [-4.254, -1.062, 1.113], [-3.009, 0.582, -0.988], [-2.110, -0.383, 0.052], [-3.027, 0.839, 1.952], [-4.009, 1.825, 0.839], [-0.025, 4.507, -0.324], [0.836, 3.754, 1.048], [2.288, 1.457, -2.449], [3.434, -0.702, -2.009], [2.600, -2.835, 1.834], [4.191, -3.446, 1.319], [4.077, -1.883, 2.161], [2.100, -0.542, 2.046], [0.971, 1.544, 1.615]], "forces_ev_per_a": [[0.2775, 0.0469, -0.2259], [-0.2118, 0.0932, 0.3017], [-0.2160, -0.2366, -0.0622], [0.4024, 0.1131, 0.2524], [-0.5308, -0.5676, -0.1337], [0.3744, -0.0854, -0.0783], [-0.0186, 0.3836, 0.3076], [0.2459, 0.4438, 0.0167], [-0.6059, -0.5554, 0.0204], [0.3986, 0.3101, -0.0515], [0.1188, 0.0833, -0.1140], [0.0042, -0.2295, 0.0682], [-0.1308, 0.1087, 0.1293], [0.0314, -0.0933, 0.2024], [-0.1198, 0.1328, -0.0008], [-0.0012, 0.1451, -0.3054], [0.0173, -0.1096, 0.2080], [0.2583, -0.3923, -0.0238], [-0.1373, 0.3834, -0.1731], [-0.0233, -0.0078, 0.0323], [-0.0109, -0.0262, -0.0556], [-0.0169, 0.0037, -0.0207], [0.0269, 0.0359, 0.0415], [-0.0112, -0.0519, -0.0787], [-0.0630, 0.0223, -0.0265], [-0.0471, -0.0361, -0.0813], [0.1286, 0.1158, 0.0932], [0.0462, 0.1427, -0.0335], [0.0520, -0.0951, 0.1609], [-0.2073, 0.3219, -0.1432], [-0.1268, -0.1092, -0.1668], [0.0184, -0.2230, -0.0006], [0.0977, -0.1233, 0.1677], [-0.0540, 0.0169, -0.1459], [0.0150, 0.0500, -0.1486], [0.0849, -0.0577, -0.1232], [0.0299, 0.0241, -0.0033], [-0.0554, 0.0520, 0.0663], [-0.0260, -0.0046, -0.0195], [0.0184, -0.0792, 0.0904], [-0.0329, 0.0546, 0.0573]]}

---

Looking at relative energy (zero: lowest compared OMol25 entry of this formula, charge and spin) for the records above, in order, we have 121.4 22.7 5.6 84.6 kcal per mole.